# 1
A structure of composition C3H4FeLiO3 in a non-equilibrium geometry, computed with ωB97M-V with the def2-TZVPD basis set.

```
! wB97M-V def2-TZVPD RIJCOSX def2/J DEFGRID3
* xyz 2 6
O 1.0125 -1.1570 -0.7746
C 1.6720 -0.0202 -0.1729
C 0.6351 1.0202 0.2725
O -4.2848 0.4177 1.2897
C -3.5625 -0.0749 0.5419
O -2.6634 -0.4290 -0.1194
Li 1.8028 -2.5952 -1.3989
Fe -0.6809 -0.3629 -0.5298
H 2.3757 0.4025 -0.9129
H 2.2733 -0.3838 0.6804
H 0.7585 1.9888 -0.2349
H 0.6616 1.1936 1.3589
*
```

Properties
energy relative to the best compared isomer or geometry (same formula, charge and spin): 0.0 kcal/mol
LUMO level (alpha / beta): -0.3031 / -0.4331 Ha
⟨S²⟩: 8.760
Kohn-Sham gap (alpha / beta): 10.63 / 7.82 eV
E_HOMO (alpha / beta): -18.88 / -19.61 eV

# 2
A structure of composition C3H4FeO2 in a non-equilibrium geometry, computed with ωB97M-V with the def2-TZVPD basis set.

```
! wB97M-V def2-TZVPD RIJCOSX def2/J DEFGRID3
* xyz 2 5
C -1.8763 0.3216 0.3840
C -1.0243 0.0024 -0.6482
H -1.3603 0.0015 -1.6868
H -0.0325 -0.3665 -0.3711
C -0.9190 1.5157 0.8153
O -0.7941 2.6322 0.2975
Fe -0.0222 4.2498 0.5094
H -0.3881 1.2878 1.7540
O -3.1572 0.5930 0.1729
H -3.7012 -0.1832 0.3643
*
```

Properties
LUMO level (alpha / beta): -0.4222 / -0.4469 Ha
⟨S²⟩: 6.055
Kohn-Sham gap (alpha / beta): 6.71 / 5.69 eV
E_HOMO (alpha / beta): -18.20 / -17.85 eV

# 3
A structure of composition C3H4FeO3 in a non-equilibrium geometry, computed with ωB97M-V with the def2-TZVPD basis set.

```
! wB97M-V def2-TZVPD RIJCOSX def2/J DEFGRID3
* xyz 0 7
O 1.2006 -2.0388 -1.2888
C 1.2765 -1.7547 -0.0181
O 2.3292 -1.8065 0.6415
C -1.0124 1.5163 -0.3693
C -0.3742 1.1872 0.7925
O 0.1378 -1.3151 0.4941
Fe -0.7635 -1.7334 -1.2813
H -2.0977 1.6468 -0.3777
H -0.4450 1.9421 -1.2032
H -0.9517 1.0040 1.7016
H 0.7004 1.3520 0.9087
*
```

Properties
energy relative to the best compared isomer or geometry (same formula, charge and spin): 16.7 kcal/mol
LUMO level (alpha / beta): -0.0070 / -0.1175 Ha
⟨S²⟩: 12.011
Kohn-Sham gap (alpha / beta): 8.35 / 6.87 eV
E_HOMO (alpha / beta): -8.54 / -10.06 eV

Table of energy (a.u.), in record order: -1612.9954, -1529.9963, -1605.9721